The following is a DFT calculation (wB97M-V/def2-TZVPD) of a cluster of 2 separate species, C11H8BrN2O2S in total.

Strongest force on any atom in eV/Å: 3.4
Spin multiplicity: 1
Charge: -1
Relative energy (zero: lowest compared OMol25 entry of this formula, charge and spin) in kJ/mol: 40.2
HOMO-LUMO gap in eV: 5.9
HOMO in eV: -3.44

```
25
C11H8BrN2O2S | the OMol25 dataset | wB97M-V/def2-TZVPD
N -3.51430 -0.44464 1.49066
C -2.36145 -0.65079 1.48412
C -0.99059 -0.97074 1.50947
C -0.19597 -0.83772 0.42749
C 1.14959 -1.25089 0.43219
N 2.25452 -1.64485 0.42783
H -0.59369 -1.37348 2.44360
H -0.59335 -0.45952 -0.51531
Br -0.46453 2.71785 1.57151
C 0.91082 1.90171 0.70086
S 1.45957 2.50642 -0.83139
C 1.39886 4.32945 -0.93980
C 0.19905 4.93818 -1.31440
C 0.11583 6.32930 -1.41474
C 1.23580 7.12376 -1.16133
C 2.44496 6.51514 -0.81876
C 2.53659 5.12065 -0.72382
O 2.87962 2.20800 -0.87764
O 0.58207 2.06134 -1.89119
H 1.64376 1.38505 1.32273
H -0.66658 4.31803 -1.53870
H -0.82902 6.79169 -1.69740
H 1.16592 8.20719 -1.24286
H 3.32288 7.13294 -0.62930
H 3.48921 4.64794 -0.48915
```